[1]
The following is a DFT calculation (ωB97M-V/def2-TZVPD) of 2 unconnected molecules or ions with the total composition BrClO3S at a distorted geometry.

Geometry as ORCA input:
```
! wB97M-V def2-TZVPD RIJCOSX def2/J DEFGRID3
* xyz 0 1
O -1.56 -0.33 -0.13
Cl 1.03 -0.77 -0.42
Br 2.92 -1.38 -1.47
O -1.49 1.90 0.93
O 1.26 -0.40 1.01
S -2.16 0.98 0.07
*
```

Computed properties:
E in eV: -99538.03971
Highest occupied orbital energy in eV: -9.70
ΔE to the lowest compared entry with this formula, charge and spin in kcal/mol: 51.5
Max |F| in Eh/bohr: 0.0400
Molar mass in g mol⁻¹: 195.42
E_LUMO in eV: -1.864

[2]
The following is a DFT calculation (ωB97M-V/def2-TZVPD) of a single C4H13N2O molecule at a distorted geometry.

Geometry as ORCA input:
```
! wB97M-V def2-TZVPD RIJCOSX def2/J DEFGRID3
* xyz 0 2
H 0.14 2.03 0.09
N -0.54 -1.05 -0.10
H -1.39 1.18 0.08
H -0.87 -1.11 0.91
H 0.76 0.47 2.18
H 1.36 -0.23 0.04
H -1.38 -1.31 -0.62
H 2.02 0.06 -3.07
C -0.36 1.13 0.49
H -0.52 -0.76 3.25
C 0.48 0.42 -1.87
H -0.53 1.72 2.39
H 0.06 -1.86 -0.10
N -0.97 -0.47 2.38
C -0.22 0.75 1.93
H 0.91 1.43 -2.09
H -0.45 0.17 -2.33
H -2.05 -0.27 2.44
O 1.37 -0.59 -2.52
C 0.36 0.01 -0.38
*
```

Computed properties:
E in eV: -9381.08069
Highest occupied orbital energy (alpha / beta) in eV: -2.67 / -9.93
ΔE to the lowest compared entry with this formula, charge and spin in kcal/mol: 83.2
Max |F| in Eh/bohr: 0.0875
Molar mass in g mol⁻¹: 105.16
E_LUMO (alpha / beta) in eV: 0.667 / 0.479

[3]
The following is a DFT calculation (ωB97M-V/def2-TZVPD) of 2 unconnected molecules or ions with the total composition C5H7NO at a distorted geometry.

Geometry as ORCA input:
```
! wB97M-V def2-TZVPD RIJCOSX def2/J DEFGRID3
* xyz 0 1
O -2.12 0.32 -0.49
C 1.25 1.49 0.80
H -1.17 -2.99 -0.16
C -1.22 0.82 0.22
C 0.11 0.56 0.49
H 2.03 0.94 1.33
H 0.94 2.32 1.46
H 2.02 -0.76 -1.17
H -1.43 1.62 0.98
C -0.01 -1.55 -0.88
N -1.13 -2.24 -0.84
C 1.02 -0.85 -0.75
H 1.67 1.95 -0.10
H -1.96 -1.64 -0.91
*
```

Computed properties:
E in eV: -8830.71464
Highest occupied orbital energy in eV: -7.65
ΔE to the lowest compared entry with this formula, charge and spin in kcal/mol: 126.6
Max |F| in Eh/bohr: 0.0254
Molar mass in g mol⁻¹: 97.12
E_LUMO in eV: 0.078

[4]
The following is a DFT calculation (ωB97M-V/def2-TZVPD) of a molecular structure, C60H59ClN7O5S2Ti at a distorted geometry.

Geometry as ORCA input:
```
! wB97M-V def2-TZVPD RIJCOSX def2/J DEFGRID3
* xyz -1 3
C 5.15 -4.04 4.13
C 3.42 -4.43 1.98
N 2.26 -2.07 -0.10
C -2.70 0.37 -3.27
C -3.86 -2.31 -1.01
H -4.95 -0.66 0.97
C 0.25 -2.15 -1.53
H 0.31 -0.33 5.80
H -1.60 4.38 -2.92
C 1.22 1.25 4.03
C -1.65 5.96 -4.39
H 4.14 -4.93 -3.01
H -1.37 -4.17 4.94
C -0.92 3.54 -0.17
N -0.94 4.94 -0.26
C -3.49 -0.55 -2.54
C 4.22 -5.47 2.44
H 6.28 5.98 -0.11
O 2.49 -4.59 1.00
C -1.76 -5.48 0.63
C 0.49 -1.00 3.77
C 3.49 3.56 -1.25
O 3.71 -3.28 -1.83
C 4.64 4.73 0.50
C 0.31 5.67 -0.18
C 0.09 -1.12 5.09
C -0.48 -3.13 3.29
H -3.63 -6.49 0.93
H 0.44 1.65 -3.42
C 2.65 3.27 1.09
O -2.14 -0.79 1.02
H 3.33 -6.10 -0.15
H -4.95 0.74 2.05
C -3.44 -1.43 2.95
H 0.18 -3.38 -4.73
C -1.35 0.64 -2.92
H -2.31 1.71 2.15
C 3.51 -3.15 2.56
C -0.22 -2.55 -2.80
H -1.45 5.29 -5.22
C -3.07 -0.30 1.99
H -4.36 -1.18 3.49
H 4.72 -3.37 -3.65
H -2.95 5.04 -0.58
C 1.93 -3.40 -3.48
N 0.52 -1.89 1.45
H -1.14 -6.31 0.96
Ti -1.25 -0.99 -0.46
C 1.59 -2.41 -1.29
C 4.55 -3.95 -2.74
H -5.87 -5.40 0.35
C 5.35 4.99 -1.78
Cl -3.14 2.65 -6.57
C -0.59 1.48 -3.71
C -4.36 0.19 1.32
H 2.62 2.19 1.01
C -1.74 5.45 -3.10
H 2.04 5.66 1.06
C 2.40 -5.84 0.36
C 1.08 5.16 1.00
H 4.16 -6.44 1.98
H 2.69 2.89 -1.55
H -0.51 2.74 -5.46
C 5.10 -5.28 3.51
C -1.11 2.09 -4.84
H 1.67 1.99 3.36
H -4.27 0.85 -4.67
C -2.11 5.71 -0.63
C -3.90 -4.52 0.10
C -0.58 -2.27 5.52
C -1.85 7.31 -4.62
H 0.08 6.74 -0.07
N -1.85 -3.26 -0.21
O -0.84 0.10 -1.82
H -3.60 -2.36 2.39
H 4.41 -2.03 4.13
H 1.80 1.19 4.96
C -3.23 1.02 -4.41
H 4.22 3.89 -3.23
H -7.03 -3.49 -0.69
H -5.79 -1.58 -1.61
O 1.25 0.03 3.32
H 2.71 -1.29 2.80
H 4.75 4.97 1.56
H -0.88 -2.35 6.56
C 3.63 3.86 0.11
C -2.45 1.86 -5.16
H -2.41 8.31 -1.43
C -5.24 -2.39 -1.14
C 0.19 -1.99 2.83
H 0.20 1.55 4.26
H 5.50 -4.10 -2.23
H -0.08 -4.14 0.27
C 4.34 4.12 -2.18
H 0.91 5.55 -1.09
H -3.04 1.08 3.65
H 3.25 -2.20 -0.14
H -2.64 -1.59 3.68
H -2.28 9.22 -3.73
C 0.58 -3.14 -3.75
C 1.77 -2.00 1.15
C 5.50 5.29 -0.43
H -0.71 -3.90 2.58
C -2.12 8.16 -3.55
H 1.61 -5.74 -0.38
C -2.43 0.83 2.78
N 2.80 -2.04 2.12
C 2.41 -3.05 -2.24
C 0.26 2.91 0.37
C -0.84 -3.28 4.62
H -1.78 7.71 -5.63
C 4.36 -3.00 3.65
C -2.20 7.65 -2.26
H -4.13 0.84 0.48
H 5.79 -3.88 4.98
H 6.02 5.43 -2.51
H 2.56 -3.86 -4.22
H 0.51 5.36 1.92
C -3.19 -3.38 -0.33
N 1.30 3.74 0.82
H -1.43 0.51 3.11
H -1.26 -2.38 -3.06
H 5.71 -6.10 3.85
H 2.94 3.53 2.12
S 0.54 1.22 0.50
C -5.95 -3.48 -0.62
H 2.14 -6.64 1.06
H -2.25 6.52 0.10
C -1.16 -4.28 0.23
S -2.25 2.67 -0.76
C -5.31 -4.54 -0.02
N -3.04 -1.34 -1.53
C -3.13 -5.59 0.60
H -4.50 -0.69 -2.90
C -2.01 6.29 -2.02
*
```

Computed properties:
E in eV: -141157.85568
Highest occupied orbital energy (alpha / beta) in eV: -2.74 / -4.37
ΔE to the lowest compared entry with this formula, charge and spin in kcal/mol: 39.5
Max |F| in Eh/bohr: 0.0458
Molar mass in g mol⁻¹: 1105.63
E_LUMO (alpha / beta) in eV: 2.113 / 2.095

[5]
The following is a DFT calculation (ωB97M-V/def2-TZVPD) of 2 unconnected molecules or ions with the total composition C5H12O.

Geometry as ORCA input:
```
! wB97M-V def2-TZVPD RIJCOSX def2/J DEFGRID3
* xyz 0 1
H -2.72 -1.02 0.01
C -0.60 -0.54 -0.18
H -1.68 -1.89 1.15
H -1.74 0.70 -1.55
H 1.95 -0.62 -1.06
C 0.63 -0.47 0.74
O 3.01 -0.23 0.61
H -0.42 -1.32 -0.93
H 0.66 -1.36 1.39
C -0.85 0.78 -0.91
H 0.57 0.39 1.41
H 2.37 2.10 -0.35
H -2.04 -0.18 1.41
H -0.01 1.06 -1.55
C 1.96 -0.43 0.04
H -1.02 1.59 -0.20
H 1.76 2.38 -0.67
C -1.83 -0.93 0.64
*
```

Computed properties:
E in eV: -7426.00206
Highest occupied orbital energy in eV: -9.79
ΔE to the lowest compared entry with this formula, charge and spin in kcal/mol: 30.2
Max |F| in Eh/bohr: 0.0110
Molar mass in g mol⁻¹: 88.15
E_LUMO in eV: 1.074

[6]
The following is a DFT calculation (ωB97M-V/def2-TZVPD) of a gas-phase ion, H2N2O4P (charge -1) at a distorted geometry.

Geometry as ORCA input:
```
! wB97M-V def2-TZVPD RIJCOSX def2/J DEFGRID3
* xyz -1 1
H 0.13 -1.32 1.61
H 0.64 0.32 1.91
P -0.82 0.18 -0.08
N 0.71 0.13 -1.21
N 0.07 -0.33 1.33
O 1.73 0.70 -0.76
O -1.27 1.60 0.04
O 0.56 -0.41 -2.28
O -1.76 -0.87 -0.57
*
```

Computed properties:
E in eV: -20493.27454
Highest occupied orbital energy in eV: -5.66
ΔE to the lowest compared entry with this formula, charge and spin in kcal/mol: 15.0
Max |F| in Eh/bohr: 0.0443
Molar mass in g mol⁻¹: 125.00
E_LUMO in eV: 4.250

[7]
The following is a DFT calculation (ωB97M-V/def2-TZVPD) of a molecular structure, C7H21CrMnN7O22S2 at a distorted geometry.

Geometry as ORCA input:
```
! wB97M-V def2-TZVPD RIJCOSX def2/J DEFGRID3
* xyz 0 10
O 10.29 -16.45 2.61
O 12.48 -15.77 -4.31
O 16.83 -13.25 2.30
H 12.34 -16.38 1.42
N 13.90 -19.43 -1.73
C 14.66 -12.49 2.40
H 14.97 -18.04 -2.84
O 13.12 -18.58 -1.32
O 13.34 -10.27 -1.39
H 10.77 -12.07 -1.16
O 11.90 -17.95 -3.55
O 16.99 -13.29 -3.18
N 15.69 -13.49 2.66
Cr 11.23 -17.50 -1.61
O 11.41 -16.38 4.43
O 10.68 -16.99 -5.41
H 16.13 -15.12 0.54
H 15.80 -16.52 1.64
O 15.34 -14.48 3.27
H 15.54 -19.76 -3.00
O 18.29 -16.42 1.12
H 12.06 -11.90 0.03
H 10.28 -12.58 -3.92
C 15.19 -18.98 -2.34
C 16.03 -16.19 0.63
O 10.43 -16.32 -3.06
H 10.97 -10.51 -0.23
H 15.00 -11.71 1.73
N 16.06 -12.77 -2.66
H 9.30 -14.01 -4.27
O 12.24 -15.95 -0.92
O 8.59 -11.52 -2.45
O 7.32 -13.12 -3.13
O 14.95 -12.67 -3.16
O 17.62 -17.14 -0.80
N 11.33 -16.36 3.22
O 12.14 -11.16 -2.92
C 11.45 -11.37 -0.69
C 16.19 -12.22 -1.28
H 15.39 -16.70 -0.08
N 12.36 -10.89 -1.77
H 14.42 -12.03 3.36
Mn 13.59 -14.32 -3.65
N 8.40 -12.60 -3.00
H 13.72 -12.91 2.07
C 9.58 -13.29 -3.51
S 13.10 -14.77 -1.15
S 11.34 -16.72 -4.17
O 13.54 -14.10 0.06
H 10.07 -13.89 -2.74
O 14.28 -15.17 -1.98
H 15.86 -18.85 -1.50
H 16.04 -11.15 -1.29
H 17.20 -12.44 -0.94
H 15.48 -12.78 -0.68
H 13.16 -17.13 2.79
O 12.44 -13.86 -2.10
O 13.65 -20.60 -1.74
H 13.15 -15.34 2.68
N 17.44 -16.64 0.29
C 12.61 -16.26 2.47
*
```

Computed properties:
E in eV: -144470.86355
Highest occupied orbital energy (alpha / beta) in eV: -9.88 / -10.85
ΔE to the lowest compared entry with this formula, charge and spin in kcal/mol: 21.2
Max |F| in Eh/bohr: 0.0504
Molar mass in g mol⁻¹: 726.34
E_LUMO (alpha / beta) in eV: -1.300 / -1.285

[8]
The following is a DFT calculation (ωB97M-V/def2-TZVPD) of a single C5H14P2S molecule at a distorted geometry.

Geometry as ORCA input:
```
! wB97M-V def2-TZVPD RIJCOSX def2/J DEFGRID3
* xyz 0 3
H 0.13 1.93 0.65
H -2.03 0.83 -2.45
C 0.08 0.78 0.73
P 2.02 -0.02 -0.07
H 3.02 -1.59 1.27
C 1.33 -1.62 -0.69
C -2.72 1.41 0.33
P -1.43 0.18 -0.14
H 3.74 0.03 1.80
C 2.97 -0.56 1.49
H 2.20 -2.25 -0.71
H -2.32 2.23 0.87
H -0.30 1.25 -2.10
H 2.25 -0.46 2.34
H -0.72 -0.47 -2.35
H 0.07 0.54 1.91
S -1.96 -1.62 0.20
H -3.12 1.73 -0.61
H 0.75 -1.72 -1.62
H -3.59 0.85 0.90
C -1.08 0.50 -1.95
H 0.72 -1.95 0.22
*
```

Computed properties:
E in eV: -34820.22613
Highest occupied orbital energy (alpha / beta) in eV: -4.90 / -8.34
Max |F| in Eh/bohr: 0.0845
Molar mass in g mol⁻¹: 168.18
E_LUMO (alpha / beta) in eV: 0.860 / -2.223

[9]
The following is a DFT calculation (ωB97M-V/def2-TZVPD) of a molecular structure, C5H9NSi at a distorted geometry.

Geometry as ORCA input:
```
! wB97M-V def2-TZVPD RIJCOSX def2/J DEFGRID3
* xyz 0 1
N 0.89 1.43 0.90
H -1.77 -0.66 2.14
H -3.04 -1.94 -0.32
C -2.03 -1.87 -0.34
H -1.54 -2.75 -0.75
H -0.16 -2.31 2.04
C 1.66 2.21 0.00
H -1.92 -1.00 -0.96
H 2.05 1.97 -2.05
C 0.41 0.40 0.12
H 2.37 2.80 0.41
H 0.71 -0.34 -1.80
Si -0.94 -1.39 1.13
H 0.78 1.47 1.86
C 0.90 0.38 -1.15
C 1.65 1.58 -1.23
*
```

Computed properties:
E in eV: -14695.46842
Highest occupied orbital energy in eV: -7.97
ΔE to the lowest compared entry with this formula, charge and spin in kcal/mol: 56.3
Max |F| in Eh/bohr: 0.1080
Molar mass in g mol⁻¹: 111.22
E_LUMO in eV: 0.861

[10]
The following is a DFT calculation (ωB97M-V/def2-TZVPD) of a molecular structure, C46H28Cl2LaN9O3 at a distorted geometry.

Geometry as ORCA input:
```
! wB97M-V def2-TZVPD RIJCOSX def2/J DEFGRID3
* xyz -2 1
C 6.38 -1.40 -0.93
C -2.65 -0.36 -3.30
N -1.85 -2.44 2.02
C 2.24 3.15 1.66
N 1.87 -3.09 -0.66
H -3.61 -2.57 4.15
H -5.06 0.42 -5.56
C 0.36 4.71 -1.09
C -3.49 -1.49 4.28
C 5.89 -2.70 -1.04
C 2.06 2.02 0.77
C 3.20 5.00 2.78
H 1.98 -2.58 -3.31
H -1.16 -1.16 -6.22
C 0.95 -5.81 0.49
H 1.96 3.89 -2.35
C 1.65 -1.69 -2.73
O -2.50 -0.31 -2.02
Cl -5.17 0.68 -2.85
C -4.05 0.60 5.38
C 0.70 -3.25 -0.12
C -2.60 0.64 3.51
H 0.40 2.11 -3.37
C 1.02 3.38 2.26
H 0.71 -7.81 1.14
C -3.87 0.05 -3.86
C -1.67 3.41 -1.14
C 0.87 4.36 3.18
C 0.38 -6.82 1.28
N 1.87 -0.57 -0.56
C 3.37 3.95 1.89
C 5.51 -0.31 -0.82
C -0.89 4.51 -0.65
H 4.26 -3.87 -1.37
C -1.89 -0.83 -5.48
H -3.11 3.50 0.55
H 1.87 5.87 4.29
C -3.09 -0.37 -5.99
C -1.34 -5.29 2.08
H 4.04 5.63 2.93
H -1.25 5.10 0.15
C -0.20 -0.59 -3.70
C -2.96 3.01 -0.45
C -1.56 -0.69 -4.18
N -1.20 2.65 -2.16
H 4.24 3.78 1.30
C 0.87 3.87 -2.10
N 3.10 1.44 0.18
H 0.48 -0.63 -4.54
N -1.42 -0.10 1.66
H -4.68 -1.32 6.00
Cl -3.37 -0.40 -7.75
H 6.60 -3.54 -0.95
H -4.55 1.13 6.22
C 0.05 2.89 -2.63
C 4.56 -2.86 -1.37
H -0.07 4.48 3.69
La -0.56 -0.02 -0.79
C -0.82 -4.37 1.24
H -1.08 -7.28 2.77
C -3.28 1.33 4.49
C 4.15 -0.53 -0.86
H -3.82 3.25 -1.07
H -2.05 -5.00 2.83
C -4.14 -0.78 5.28
C 2.23 -1.79 -1.30
C -2.02 -1.17 2.26
H 5.83 0.65 -0.51
N -1.03 2.16 2.43
C 0.12 2.35 1.84
H 0.99 5.43 -0.57
C 2.93 0.20 -0.37
C -4.09 0.14 -5.20
N 0.82 1.54 0.85
C -1.15 -2.98 1.10
H 7.42 -1.22 -0.73
N -0.33 -2.41 0.09
H -3.16 2.38 4.56
C 3.72 -1.79 -1.34
H 1.79 -6.08 -0.07
C -0.74 -6.53 2.04
H -3.07 1.22 -1.20
O 0.22 -1.66 -2.70
C -2.76 -0.76 3.39
O -3.00 1.58 -0.27
C 1.98 5.16 3.51
C -1.70 0.96 2.42
H 2.03 -0.81 -3.22
C 0.36 -4.54 0.53
*
```

Computed properties:
E in eV: -93618.82168
Highest occupied orbital energy (alpha / beta) in eV: -0.84 / -0.77
ΔE to the lowest compared entry with this formula, charge and spin in kcal/mol: 34.7
Max |F| in Eh/bohr: 0.0570
Molar mass in g mol⁻¹: 964.60
E_LUMO (alpha / beta) in eV: 4.084 / 4.007

[11]
The following is a DFT calculation (ωB97M-V/def2-TZVPD) of a gas-phase ion, C23H25ClNO2 (charge +1).

Geometry as ORCA input:
```
! wB97M-V def2-TZVPD RIJCOSX def2/J DEFGRID3
* xyz 1 1
C 1.11 -2.28 0.29
H 0.22 1.47 -2.16
C -3.50 -0.77 -1.66
H 4.67 -0.62 -1.29
C 1.22 2.75 -0.77
H -5.61 -0.97 -1.93
C 2.35 2.96 0.00
H -0.14 -4.52 -0.10
H -0.19 -3.25 -2.90
C 4.08 -0.41 -0.40
H 2.47 3.87 0.56
H -0.97 -2.60 0.68
H -4.39 1.48 1.34
C -4.82 -0.54 -1.33
H -1.56 -1.01 3.63
C -0.08 -2.06 0.96
H -2.67 0.94 2.82
O 1.32 -3.17 -0.69
H 0.91 -4.96 -1.46
H -1.34 -4.46 -2.31
C 3.16 0.77 -0.62
H -1.80 2.29 1.04
C -4.13 0.83 0.51
C 0.34 -4.14 -1.01
Cl -0.05 3.93 -0.78
H -3.25 -1.38 -2.51
H -2.31 -1.29 2.05
C -1.70 1.21 1.02
C 0.96 -0.43 2.38
C 3.31 1.96 0.08
H 0.94 0.25 3.22
H 1.95 -0.30 -2.02
H -1.31 -2.85 -1.59
H -6.17 0.46 0.00
H 4.18 2.12 0.70
C -1.51 -0.76 2.57
H -0.72 0.95 0.61
C 2.05 0.61 -1.45
C -2.80 0.59 0.20
H -1.45 -0.39 -1.14
H 3.02 -0.06 2.01
C -2.49 -0.21 -0.89
C 2.15 -0.61 1.70
O 3.32 -1.59 -0.18
H -1.03 1.19 2.97
C 1.08 1.59 -1.53
C -5.14 0.27 -0.25
C 2.24 -1.48 0.63
C -0.70 -3.64 -2.01
C -0.17 -1.11 1.97
N -1.75 0.71 2.43
H 4.76 -0.22 0.44
*
```

Computed properties:
E in eV: -42358.06116
Highest occupied orbital energy in eV: -11.15
Max |F| in Eh/bohr: 0.0162
Molar mass in g mol⁻¹: 382.91
E_LUMO in eV: -2.794

[12]
The following is a DFT calculation (ωB97M-V/def2-TZVPD) of a single C6H14NOP molecule at a distorted geometry.

Geometry as ORCA input:
```
! wB97M-V def2-TZVPD RIJCOSX def2/J DEFGRID3
* xyz 0 1
H 0.39 -0.18 -1.50
N -0.72 -0.75 0.11
H -3.03 -0.35 2.06
H 1.85 -1.80 1.03
C 0.59 -0.52 -0.43
H 1.51 1.87 2.00
H 1.34 1.64 -1.49
H -1.01 -1.65 -0.26
C -2.86 0.44 -1.31
P -1.81 0.52 0.25
C 1.08 0.75 0.27
H -2.30 0.41 -2.24
H -3.51 -0.46 -1.11
O -2.94 -0.43 1.07
H 2.21 0.15 1.81
H 1.71 2.84 -0.18
C 1.40 1.83 -0.46
H 0.55 0.26 2.29
H 0.92 -2.51 -0.43
C 1.39 0.80 1.79
C 1.50 -1.70 -0.04
H -3.42 1.50 -1.37
H 2.48 -1.50 -0.61
*
```

Computed properties:
E in eV: -19274.10219
Highest occupied orbital energy in eV: -8.39
ΔE to the lowest compared entry with this formula, charge and spin in kcal/mol: 18.7
Max |F| in Eh/bohr: 0.0763
Molar mass in g mol⁻¹: 147.16
E_LUMO in eV: 0.932